Entry 1:
13
Properties=species:S:1:pos:R:3:nbo_charge:R:1 method="wB97M-V/def2-TZVPD" de_lowest_ev=1.9897 smiles="[H]/N=C(/NC=O)OC" e_homo_ev=-10.2
C 1.8241 0.5865 -0.6206 -0.263
O 1.0694 -0.2613 0.2347 -0.493
C -0.1718 -0.5883 -0.1699 0.682
N -0.7093 -0.5233 -1.3130 -0.714
N -0.9697 -0.9984 0.9356 -0.664
C -1.6276 0.1205 1.4769 0.546
O -2.8252 0.2269 1.5310 -0.540
H 2.8052 0.6773 -0.1549 0.210
H 1.3447 1.5694 -0.6759 0.189
H 1.9400 0.1773 -1.6307 0.179
H -0.0732 -0.2377 -2.0499 0.348
H -1.6771 -1.6446 0.5983 0.403
H -0.9294 0.8956 1.8384 0.118

Entry 2:
28
Properties=species:S:1:pos:R:3:nbo_charge:R:1 method="wB97M-V/def2-TZVPD" de_lowest_ev=1.0102 smiles=Cc1c[nH]c2ccccc12.CCO e_homo_ev=-8.0
C 1.5084 3.0601 -0.7774 -0.632
C 2.9364 1.8233 0.9308 -0.026
C 1.7356 2.0942 0.3216 -0.105
C 1.5906 0.1164 1.5148 0.127
C 0.8579 1.0362 0.7219 -0.029
C 0.9782 -0.9311 2.1851 -0.242
C -0.4635 0.7291 0.4040 -0.209
C -0.3648 -1.1648 1.8971 -0.212
C -1.0631 -0.3843 0.9540 -0.254
N 2.8627 0.6280 1.6387 -0.536
H 3.9328 2.0434 0.5673 0.205
H 3.6879 0.0709 1.7655 0.406
H 0.7499 3.8106 -0.5122 0.217
H 1.2107 2.6151 -1.7268 0.219
H 1.4784 -1.5578 2.9114 0.216
H -1.0376 1.3502 -0.2763 0.212
H -0.8678 -1.9284 2.4762 0.207
H -2.0670 -0.7456 0.8647 0.212
H 2.3634 3.7069 -0.9914 0.220
C -2.6486 -1.2427 -1.9785 -0.081
C -1.5675 -2.3087 -1.8212 -0.655
O -3.5494 -1.3389 -0.8208 -0.727
H -2.2275 -0.2434 -1.9631 0.179
H -3.3199 -1.5736 -2.7663 0.194
H -0.7267 -2.1149 -2.4964 0.218
H -3.0096 -1.8108 -0.1835 0.453
H -1.7759 -3.3609 -2.0453 0.214
H -1.2041 -2.3785 -0.7937 0.209

Entry 3:
22
Properties=species:S:1:pos:R:3:nbo_charge:R:1 method="wB97M-V/def2-TZVPD" smiles="O=C[C@H]1C[C@@H]1F.C1=CCSC1" e_homo_ev=-8.8
C -0.4536 1.4452 -1.6771 0.218
C -0.3723 0.0840 -1.4705 -0.402
C 0.7649 0.8154 -2.2234 -0.387
C 2.0960 0.9236 -1.7777 0.411
C 0.5981 -0.7694 2.5600 -0.574
C -1.8182 -1.2970 1.5483 -0.578
C -1.4167 0.1467 1.6437 -0.184
C -0.1871 0.4479 2.0309 -0.207
H -0.3376 2.1337 -0.7977 0.180
H -0.1711 -0.2260 -0.5332 0.235
H -1.0025 -0.5436 -2.1320 0.245
H 0.7634 0.5105 -3.3282 0.251
H 2.1645 0.9996 -0.7203 0.104
H 0.7170 -0.7317 3.6731 0.223
H 1.5840 -0.8530 2.1448 0.224
H -2.7196 -1.4509 2.1524 0.226
H -2.1545 -1.5936 0.5478 0.226
H -2.1195 0.9385 1.3747 0.219
H 0.2193 1.4256 2.1281 0.219
O 3.1629 0.6694 -2.4156 -0.530
F -1.2888 2.0518 -2.5421 -0.330
S -0.3697 -2.2006 2.1180 0.211

Entry 4:
12
Properties=species:S:1:pos:R:3:nbo_charge:R:1 method="wB97M-V/def2-TZVPD" de_lowest_ev=1.1346 smiles="C[C@H]1CC(=S)S1" e_homo_ev=-8.6
C -2.5370 -0.4459 -0.5839 -0.610
C -1.4085 -0.0028 0.3908 -0.342
C -0.3498 -1.1791 0.4183 -0.477
C 0.7031 -0.1278 0.0752 -0.313
H -2.7872 -1.5640 -0.3183 0.208
H -2.0811 -0.3625 -1.5767 0.220
H -3.4901 0.0588 -0.4080 0.220
H -1.7643 0.0537 1.3818 0.207
H -0.2566 -1.5986 1.4329 0.236
H -0.6476 -2.0510 -0.1011 0.239
S 2.2721 -0.2872 -0.2093 0.033
S -0.2359 1.2871 0.0711 0.379

Entry 5:
19
Properties=species:S:1:pos:R:3:nbo_charge:R:1 method="wB97M-V/def2-TZVPD" de_lowest_ev=2.4087 smiles="CC/C=C/CO.O" e_homo_ev=-9.3
C 2.2327 0.6138 -0.6033 -0.610
C 1.1687 0.9587 0.4110 -0.426
C -2.6709 0.7044 -0.1247 -0.108
O -3.5411 0.2806 0.9668 -0.726
C -1.2506 1.0776 0.1927 -0.238
C -0.1637 0.3139 0.1271 -0.147
H 3.2645 0.7351 -0.3181 0.208
H 2.0576 1.3643 -1.3930 0.198
H 2.1950 -0.3597 -1.0423 0.222
H 1.1405 2.0067 0.7156 0.212
H 1.4602 0.3738 1.3355 0.196
H -2.6779 -0.0739 -0.8654 0.163
H -3.3872 1.5427 -0.3663 0.199
H -3.1948 -0.5702 1.2871 0.454
H -1.2373 2.1059 0.4580 0.194
H -0.1116 -0.7536 0.1871 0.208
H 2.3664 -3.5835 -0.2460 0.479
H 0.7863 -3.6272 -0.2901 0.476
O 1.5632 -3.1093 -0.4318 -0.953

Entry 6:
17
Properties=species:S:1:pos:R:3:nbo_charge:R:1 method="wB97M-V/def2-TZVPD" de_lowest_ev=3.4601 smiles="C=CO.CCN" e_homo_ev=-8.1
C 2.1981 0.1248 1.0164 -0.620
C 1.8724 -0.5354 -0.3358 -0.202
N 1.5825 0.4045 -1.3740 -0.860
H 3.1597 0.6259 1.0049 0.211
H 2.2816 -0.6142 1.8314 0.207
H 1.3614 0.7254 1.3653 0.210
H 1.0647 -1.2468 -0.1094 0.134
H 2.7345 -1.1204 -0.6386 0.184
H 0.9792 1.1762 -1.1548 0.368
H 1.4202 0.0230 -2.2892 0.367
C -2.0727 0.8349 1.1876 -0.609
C -1.7206 -0.2422 0.4327 0.195
O -2.2302 -0.4486 -0.8143 -0.661
H -2.6674 0.8074 2.0929 0.232
H -2.0766 1.8105 0.7070 0.200
H -1.0325 -0.9985 0.8181 0.160
H -2.0286 -1.3692 -1.0185 0.483

Entry 7:
14
Properties=species:S:1:pos:R:3:nbo_charge:R:1 method="wB97M-V/def2-TZVPD" de_lowest_ev=1.1815 total_charge=-1 e_homo_ev=-3.9
S -0.1706 -1.3931 1.7691 -0.974
H -0.9600 -0.3791 2.1861 0.081
H 2.4091 -1.3514 1.0061 0.497
H 2.9200 -0.1181 1.3443 0.468
O 3.2695 -0.8873 0.8903 -0.972
H -0.6562 0.3353 0.7659 0.497
H -1.2485 -0.2598 -0.5750 0.485
O -0.8841 0.5688 -0.2408 -1.040
H 0.8081 0.2254 -1.5560 0.493
H 2.0924 -0.5869 -1.2799 0.479
O 1.3825 -0.5072 -1.9044 -0.981
H -3.3789 1.0426 -1.2906 0.446
H -2.3074 1.6079 -0.4651 0.501
O -3.2760 1.7028 -0.6498 -0.981

Entry 8:
147
Properties=species:S:1:pos:R:3:mulliken_charge:R:1 method="wB97M-V/def2-TZVPD" de_lowest_ev=0.0229 total_charge=-1 e_homo_ev=-4.8
Y 1.4745 -0.0318 -0.4488 -1.122
C -3.3265 -6.3390 -1.4457 -1.905
C -2.1394 -6.6351 -0.5281 2.166
C -1.3964 -7.8559 -1.0866 -1.747
C -2.6879 -6.9738 0.8650 -1.613
C -1.1883 -5.4468 -0.4224 -0.488
C -1.4159 -4.2287 -1.0366 -0.644
C -0.5374 -3.1720 -0.8660 -0.037
Se -0.9408 -1.4763 -1.6427 0.435
C -2.1265 -0.7952 -0.2969 0.940
C -3.4541 -1.1642 -0.3238 -0.834
C -4.3532 -0.6838 0.6229 -0.127
C -3.8426 0.1721 1.5886 -0.456
C -2.5069 0.5721 1.6625 0.045
C -1.6105 0.1010 0.6742 -0.104
O -0.3632 0.4820 0.6166 -0.094
C -2.1271 1.5372 2.7980 2.896
C -2.8830 2.8603 2.5959 -1.728
C -2.5366 0.9211 4.1454 -1.977
C -0.6357 1.8729 2.9092 -2.262
C -5.8209 -1.0967 0.5461 2.144
C -5.9294 -2.6254 0.6203 -1.766
C -6.4206 -0.6115 -0.7807 -1.640
C -6.6476 -0.5042 1.6871 -2.250
C 0.6398 -3.2603 -0.0821 -0.630
O 1.4320 -2.2354 0.0439 0.397
C 0.8822 -4.5155 0.5515 0.164
C -0.0344 -5.5401 0.3540 -0.351
C 2.0542 -4.8186 1.4981 2.433
C 3.0820 -3.6951 1.6540 -1.771
C 2.8206 -6.0526 0.9923 -1.965
C 1.4946 -5.1121 2.9001 -1.800
H -3.9677 -7.2207 -1.5149 0.452
H -3.0003 -6.0807 -2.4546 0.390
H -3.9319 -5.5153 -1.0636 0.182
H -2.0729 -8.7109 -1.1681 0.460
H -0.5656 -8.1462 -0.4425 0.310
H -0.9906 -7.6422 -2.0769 0.348
H -3.3770 -7.8212 0.8111 0.468
H -3.2216 -6.1203 1.2864 0.296
H -1.8842 -7.2362 1.5541 0.312
H -2.2932 -4.0694 -1.6500 0.428
H -3.7931 -1.8269 -1.1118 0.301
H -4.5166 0.5658 2.3377 0.245
H -3.9652 2.7196 2.5920 0.328
H -2.6001 3.3164 1.6443 0.057
H -2.6342 3.5664 3.3935 0.505
H -3.6073 0.7273 4.2112 0.317
H -2.2682 1.5976 4.9609 0.502
H -2.0149 -0.0246 4.3010 0.389
H -0.2557 2.3807 2.0238 -0.099
H -0.0343 0.9759 3.0505 0.123
H -0.4995 2.5260 3.7778 0.889
H -5.3962 -3.1023 -0.2027 0.303
H -6.9760 -2.9383 0.5669 0.490
H -5.5036 -3.0005 1.5526 0.340
H -5.8845 -1.0306 -1.6331 0.306
H -6.3632 0.4753 -0.8600 0.261
H -7.4694 -0.9114 -0.8605 0.470
H -6.2735 -0.8208 2.6625 0.380
H -7.6846 -0.8366 1.6007 0.463
H -6.6446 0.5870 1.6586 0.400
H 0.1541 -6.4804 0.8593 0.280
H 3.5884 -3.5038 0.7073 0.263
H 3.8363 -4.0205 2.3776 0.527
H 2.6298 -2.7665 1.9962 0.123
H 3.2075 -5.8774 -0.0138 0.325
H 2.1980 -6.9464 0.9584 0.340
H 3.6674 -6.2606 1.6519 0.493
H 0.9704 -4.2381 3.2897 0.306
H 2.3097 -5.3570 3.5869 0.470
H 0.7943 -5.9478 2.8939 0.321
C 3.4637 -2.3014 -2.1394 -0.351
C 4.5567 -1.7544 -1.2297 -1.242
N 4.0492 -0.8881 -0.1676 0.139
C 4.9381 0.2253 0.1261 -0.647
C 4.7422 1.4036 -0.8659 -0.787
N 3.5856 1.2498 -1.7461 0.737
C 3.8882 0.7603 -3.0939 -0.954
C 2.9682 -0.3551 -3.5976 -0.785
N 2.5178 -1.2629 -2.5421 0.279
H 3.9427 -2.7666 -3.0153 0.534
H 2.9002 -3.0685 -1.6107 -0.231
H 5.1281 -2.5999 -0.8219 0.643
H 5.2715 -1.1776 -1.8172 0.588
H 3.8235 -1.4141 0.6675 0.168
H 4.7274 0.5692 1.1349 0.195
H 5.9940 -0.0853 0.1157 0.708
H 4.6201 2.3164 -0.2847 -0.023
H 5.6514 1.5255 -1.4688 0.608
H 3.0306 2.0939 -1.7768 -0.365
H 3.8519 1.5760 -3.8259 0.474
H 4.9236 0.4128 -3.0882 0.523
H 2.0793 0.0924 -4.0394 0.029
H 3.5018 -0.9054 -4.3892 0.511
H 1.6761 -1.7222 -2.8724 0.116
O 2.1965 -0.2697 1.9281 -0.807
C 2.5079 0.9403 1.9866 0.484
O 2.5315 1.6722 0.9547 0.349
C 2.8758 1.5447 3.3117 0.190
C 2.6642 0.8236 4.4795 -0.141
C 2.9826 1.3817 5.7072 -0.963
C 3.5243 2.6578 5.7693 -0.440
C 3.7471 3.3770 4.6029 -0.971
C 3.4189 2.8222 3.3753 -0.091
H 2.2418 -0.1695 4.4024 0.456
H 2.8053 0.8233 6.6178 0.405
H 3.7704 3.0937 6.7300 0.368
H 4.1709 4.3722 4.6521 0.432
H 3.5695 3.3688 2.4542 0.511
Br -5.8146 3.3143 -2.4349 -0.230
C -4.0161 2.7602 -2.7157 -0.033
C -3.5421 2.6393 -4.0135 -0.867
C -2.2353 2.2268 -4.2114 -0.322
C -1.4086 1.9454 -3.1290 -0.401
C -1.9045 2.0891 -1.8381 1.741
C -3.2166 2.4875 -1.6211 -0.565
C 0.0190 1.4598 -3.3627 -0.389
O 0.4257 1.3596 -4.5217 -0.867
O 0.6799 1.1839 -2.3078 1.087
H -4.1921 2.8564 -4.8502 0.396
H -1.8335 2.1071 -5.2093 0.510
H -1.2544 1.8769 -1.0006 -0.586
H -3.6105 2.5629 -0.6155 0.521
C -0.5425 5.1644 -0.1389 -1.354
As 0.9380 3.9755 -0.6498 1.043
C 2.3632 5.0307 0.1896 -1.601
C 1.0757 4.5616 -2.5567 -0.979
C 1.3950 5.9999 -2.7569 -0.044
C 0.3875 6.9526 -2.9002 -0.294
C 0.6916 8.2983 -3.0405 -0.675
C 2.0121 8.7213 -3.0476 -0.475
C 3.0272 7.7836 -2.9148 -0.692
C 2.7196 6.4408 -2.7699 -0.205
H -0.2916 6.2108 -0.3179 0.490
H -0.7631 5.0218 0.9193 0.397
H -1.4297 4.8942 -0.7139 0.228
H 2.3293 6.0863 -0.0834 0.495
H 3.3389 4.6147 -0.0643 0.280
H 2.2224 4.9212 1.2651 0.463
H 0.0985 4.3095 -2.9718 0.332
H 1.7983 3.9152 -3.0575 0.609
H -0.6471 6.6307 -2.9043 0.443
H -0.1084 9.0202 -3.1496 0.375
H 2.2502 9.7716 -3.1601 0.385
H 4.0632 8.0989 -2.9243 0.385
H 3.5156 5.7119 -2.6628 0.373

Entry 9:
15
Properties=species:S:1:pos:R:3:nbo_charge:R:1 method="wB97M-V/def2-TZVPD" de_lowest_ev=7.9016 total_charge=+2 smiles=C[NH2+]Cn1c2[nH+]n1-2 e_homo_ev="-20.3 / -20.3"
C -2.0754 0.6713 -1.0362 0.584
C 1.4478 1.0157 0.1903 -0.404
C 0.4590 -1.0089 -0.5091 -0.055
N -1.0358 -0.4177 -0.5221 -0.221
N -1.7890 -0.1267 0.5740 0.202
N -2.8631 0.3240 -0.0609 -0.439
N 1.1870 -0.3827 0.5615 -0.521
H 1.8925 1.6246 0.9833 0.282
H 2.0648 0.8274 -0.5915 0.229
H 0.6323 1.5127 -0.0861 0.224
H 0.9504 -1.0521 -1.4600 0.300
H 0.3034 -2.1174 -0.3558 0.299
H -3.9234 0.6075 0.1392 0.558
H 2.1087 -1.0103 0.7560 0.505
H 0.6408 -0.4674 1.4172 0.456

Entry 10:
12
Properties=species:S:1:pos:R:3:nbo_charge:R:1 method="wB97M-V/def2-TZVPD" de_lowest_ev=5.9018 total_charge=+1 e_homo_ev=-14.2
C 1.4243 0.4732 0.0859 0.245
C 2.3919 -0.2902 -0.1795 0.225
C 0.1200 -0.5603 0.3059 -0.329
C -1.0301 0.3743 -0.1167 -0.273
N -0.4923 1.6763 0.2671 -0.303
O 0.9076 1.6873 -0.0076 -0.273
H -0.8832 2.5168 -0.2627 0.407
H 2.8546 -1.1746 -0.2504 0.251
H 0.1479 -1.5707 -0.2102 0.281
H 0.1128 -0.8885 1.3384 0.268
H -1.4083 0.3795 -1.2200 0.233
H -1.8400 0.1773 0.5426 0.268

Entry 11:
40
Properties=species:S:1:pos:R:3:nbo_charge:R:1 method="wB97M-V/def2-TZVPD" total_charge=+3 e_homo_ev="-19.6 / -19.6" spin_multiplicity=5
C 2.0742 0.6657 1.5475 -0.619
C 1.6178 0.3523 0.0847 0.148
C 2.7183 0.9135 -0.8242 -0.631
C 0.2903 1.0666 -0.2731 -0.421
C -1.0378 0.3584 0.1221 -0.479
P -2.4794 1.2150 -0.7267 1.478
O -1.8852 1.8322 -2.0869 -0.930
O -2.6519 2.4790 0.4450 -0.958
C -1.2506 0.3232 1.6382 0.689
F -0.4793 -0.6073 2.2027 -0.272
F -0.8815 1.6415 2.1544 -0.505
C -2.6947 0.0741 2.1475 0.496
F -2.6445 0.2944 3.4889 -0.309
F -3.0189 -1.2053 1.9291 -0.277
C -1.0176 -1.0923 -0.4585 -0.435
C 0.3427 -1.6656 -0.8811 0.137
C 0.5955 -1.4509 -2.3984 -0.647
C 0.2681 -3.1911 -0.6436 -0.621
N 1.4898 -1.1588 -0.0094 0.099
O 2.5630 -1.6894 -0.3556 0.157
H 1.9777 -0.2025 2.1864 0.261
H 3.1296 0.9058 1.5397 0.262
H 1.5543 1.5190 1.9585 0.180
H 3.6973 0.5852 -0.4982 0.260
H 2.6045 0.6097 -1.8610 0.244
H 2.6485 1.9937 -0.7880 0.241
H 0.3203 1.2770 -1.3368 0.266
H 0.3586 2.0364 0.2240 0.175
H -1.3862 2.6494 -1.9503 0.505
H -1.7583 2.7607 0.6876 0.334
H -3.4465 0.7469 1.7453 0.179
H -1.4888 -1.8019 0.2092 0.277
H -1.6180 -1.0875 -1.3652 0.266
H -0.0977 -0.7339 -2.8211 0.229
H 1.6183 -1.1990 -2.6488 0.246
H 0.3818 -2.3887 -2.8966 0.278
H -0.6774 -3.5752 -1.0011 0.261
H 1.0847 -3.6649 -1.1808 0.249
H 0.3900 -3.4173 0.4113 0.239
Er -1.2110 3.8316 2.2833 1.947

Entry 12:
56
Properties=species:S:1:pos:R:3:nbo_charge:R:1 method="wB97M-V/def2-TZVPD" smiles="O=C(NCCC1=CCCCC1)[C@@H]1CCC(=O)N(Cc2cccc(C(F)(F)F)c2)C1" e_homo_ev=-8.8
O 0.2289 -0.6013 0.6162 -0.600
C -0.0663 0.3376 1.1698 0.662
N -1.3396 0.5725 1.5527 -0.656
H -1.7210 1.2862 2.0408 0.382
C -2.5241 -0.5986 1.0154 -0.112
H -3.1842 -0.8053 2.0983 0.175
H -2.1520 -1.4304 0.9145 0.158
C -3.4881 0.2348 -0.0095 -0.438
C -4.5978 -0.7252 -0.3981 -0.004
C -4.3637 -1.5899 -1.3644 -0.222
C -5.4851 -2.3390 -1.7883 -0.380
C -6.8847 -2.1961 -1.2500 -0.455
C -6.5651 -2.2305 0.2312 -0.377
C -5.7595 -0.6829 0.5909 -0.456
H -6.4079 0.0826 0.1737 0.214
H -5.5728 -0.7041 1.7318 0.229
H -6.0138 -3.0554 0.8321 0.233
H -7.5905 -2.0201 0.9274 0.186
H -7.1451 -1.3070 -1.6602 0.217
H -7.4673 -3.1005 -1.1961 0.242
H -5.1155 -3.5480 -1.6482 0.163
H -5.6400 -2.4001 -2.7393 0.210
H -3.4989 -1.3919 -1.8836 0.216
H -3.9818 1.1703 0.7002 0.214
H -2.8606 0.6626 -0.9914 0.230
C 0.7788 1.5122 1.6243 -0.290
C 2.1346 1.0283 1.1400 -0.234
N 2.2924 1.7083 -0.2850 -0.350
C 1.8334 2.7424 -0.5708 0.588
O 2.0702 3.1111 -1.7620 -0.734
C 1.3333 3.7424 0.3742 -0.410
C 0.1639 2.8255 0.9798 -0.376
H -0.5645 2.7344 0.3885 0.197
H -0.2418 3.3233 1.8963 0.209
H 0.9064 4.4872 -0.0092 0.213
H 2.1425 4.0912 1.1831 0.216
C 2.7217 0.5332 -1.3571 -0.170
C 4.1589 0.2603 -0.7404 0.030
C 5.0781 1.2608 -1.3184 -0.212
C 6.3310 1.1217 -1.0462 -0.172
C 6.9675 -0.2862 -0.4532 -0.075
C 5.8169 -1.1105 -0.0472 -0.197
C 4.4991 -1.0061 -0.4460 -0.225
H 3.8382 -1.8767 -0.1898 0.254
C 6.2827 -2.4292 0.2404 0.993
F 5.9784 -3.6124 -0.3079 -0.295
F 7.7948 -2.7991 0.3076 -0.413
F 6.1732 -2.7333 1.6523 -0.370
H 7.9665 -0.3001 -0.5644 0.232
H 7.0335 1.8218 -1.3535 0.202
H 4.7766 2.2015 -1.7956 0.255
H 2.5330 0.9688 -2.2380 0.245
H 2.2802 -0.3106 -1.1263 0.195
H 2.9082 1.7052 1.8385 0.188
H 2.4643 0.0847 1.3815 0.243
H 0.7439 1.5798 2.9386 0.230